[1]
A cluster of 2 separate species, C7H8F2N2 in total. Source: OMol25; level of theory: ωB97M-V/def2-TZVPD.

Lowest unoccupied orbital energy (spin up / spin down) = 0.73 / 0.05 eV
Energy = -580.621071 Eh
Energy relative to the best compared isomer or geometry (same formula, charge and spin) = 67.9 kcal per mole
Orbital gap (spin up / spin down) = 7.88 / 7.75 eV

ORCA input file:
```
! RIJCOSX wB97M-V def2-TZVPD def2/J DEFGRID3
* xyz 0 1
C -1.66729 1.31895 0.35261
C -1.03336 0.63128 1.34649
C -0.96090 1.68809 -0.82394
C 0.32117 0.26524 1.28169
C 0.39023 1.33797 -0.88258
C 1.04650 0.73942 0.18544
C 2.46538 0.54994 0.10119
N 1.31016 -2.25114 -0.08111
N 2.11474 -1.65823 -0.94543
F 3.32102 1.33912 -0.54271
F 3.23339 0.08519 1.11629
H -2.75334 1.34926 0.39833
H -1.54615 0.10734 2.18363
H -1.48038 2.20447 -1.66019
H 0.90102 -0.21273 1.97857
H 0.92406 1.87137 -1.69487
H 1.61566 -2.12034 0.87522
H 0.27033 -2.34941 -0.07482
H 1.53506 -1.63641 -1.69504
*
```

Charge distribution, Löwdin scheme, values in e:
1 C -0.105
2 C -0.096
3 C -0.063
4 C -0.045
5 C -0.050
6 C -0.223
7 C -0.307
8 N -0.071
9 N 0.018
10 F 0.115
11 F 0.084
12 H 0.100
13 H 0.118
14 H 0.114
15 H 0.078
16 H 0.127
17 H 0.076
18 H 0.123
19 H 0.008


[2]
The molecule C2H3NOS2. Source: OMol25; level of theory: ωB97M-V/def2-TZVPD.

Lowest unoccupied orbital energy (spin up / spin down) = -1.43 / -1.36 eV
Energy = -1004.246547 Eh
Energy relative to the best compared isomer or geometry (same formula, charge and spin) = 88.5 kcal per mole
Orbital gap (spin up / spin down) = 7.29 / 7.06 eV

ORCA input file:
```
! RIJCOSX wB97M-V def2-TZVPD def2/J DEFGRID3
* xyz 0 1
C -0.81664 -0.04155 -0.06189
C 0.44449 0.40170 -0.06701
N -1.83151 0.77474 0.03408
O -6.01129 -0.18338 -0.23810
S -3.37394 0.93443 0.04905
S -4.64587 -0.69475 0.09040
H -0.88496 -1.04009 0.18844
H 1.23806 -0.19823 0.04083
H 0.65015 1.51384 -0.21116
*
```

Charge distribution, Löwdin scheme, values in e:
1 C -0.343
2 C 0.062
3 N -0.454
4 O -0.661
5 S 0.667
6 S 0.537
7 H 0.083
8 H 0.010
9 H 0.100